Formula: C5H6O2
Source: OMol25
Level of theory: the ωB97M-V functional and the def2-TZVPD basis

Each line ends with the Löwdin charge.
CARTESIAN COORDINATES (ANGSTROEM)
O -1.6099 1.7636 1.9014  -0.05
C -1.0484 0.4859 1.8230  -0.28
C -1.1118 -0.1813 0.5153  0.01
C -0.5073 -0.7347 -0.3730  -0.04
C 0.7479 -1.0993 -1.0096  -0.16
C 1.2007 -0.1748 -2.1028  -0.26
O 2.0449 -0.4663 -2.9074  0.06
H -1.4104 2.2161 1.0752  0.09
H -1.4781 -0.1028 2.6291  0.12
H 0.0424 0.5169 2.0206  0.13
H 0.8722 -2.1341 -1.3043  0.12
H 1.4763 -0.9321 -0.1950  0.14
H 0.7817 0.8429 -2.0725  0.13

Force components x, y, z for each atom (eV/Å):
O -0.259 0.341 -0.200
C 0.246 -0.191 0.429
C 0.664 -0.345 -0.448
C -0.384 0.419 0.800
C 0.293 -0.257 0.092
C 0.510 0.139 -0.375
O -0.244 -0.066 0.090
H -0.040 0.119 0.084
H -0.215 -0.114 -0.072
H -0.284 0.112 0.068
H -0.176 -0.172 -0.213
H 0.078 -0.108 -0.237
H -0.190 0.126 -0.018

- E_HOMO (eV) = -9.9
- LUMO (eV) = 0.657
- electronic energy (eV) = -9373.8827
- gap between HOMO and LUMO (eV) = 10.60
- charge = 0
- ΔE to the lowest compared entry with this formula, charge and spin (kJ/mol) = 310.0
- SMILES = O=CCC#CCO